Here is one molecule with the formula C4H4N2 in a non-equilibrium geometry from the Open Molecules 2025 dataset. Energies are from the ωB97M-V functional and the def2-TZVPD basis.

The calculation puts the LUMO energy at 0.0211 Ha. Its HOMO energy is -8.969 eV. The energy above the lowest of the compared OMol25 structures with the same formula, charge and spin is 279.1 kJ/mol. The maximum force comes out at 0.0593 hartree/bohr. As for the SMILES: c1ccnnc1. The gap between HOMO and LUMO comes out at 9.544 eV.

The geometry in XYZ format:
```
10
C4H4N2 (the ωB97M-V functional and the def2-TZVPD basis)
C -0.8527 -0.1254 -0.7297
C -0.8834 1.1580 -0.2706
N 0.1890 1.6050 0.8245
N 1.0226 0.7856 1.2814
C 1.1314 -0.6915 0.6853
C 0.2739 -1.0602 -0.3085
H -1.5568 -0.6599 -1.3978
H -1.5266 2.0439 -0.4510
H 1.9726 -1.1790 1.2200
H 0.2489 -1.9822 -0.9232
```